1.
# C37H55N4O2PSSbTi

A molecular structure, C37H55N4O2PSSbTi (ωB97M-V/def2-TZVPD, OMol25).

Summary:
- relative energy (zero: lowest compared OMol25 entry of this formula, charge and spin) (kJ/mol) = 6.66
- calculated total energy (a.u.) = -3641.55916
- net charge = 0
- 2S+1 = 2
- Kohn-Sham gap (alpha / beta) (eV) = 6.95 / 7.18

XYZ file:
```
102
Properties=species:S:1:pos:R:3:mulliken_spin:R:1
Ti -0.5670 -0.2470 -0.3688 0.1035
C 1.6748 0.7589 0.8297 -0.0038
C 1.4220 0.7485 -0.5956 0.0068
C 1.2186 2.1242 -0.9683 0.0145
C 1.2541 2.8946 0.1723 -0.0086
C 1.5370 2.0515 1.2826 0.0254
H 1.9088 -0.1066 1.4291 -0.0156
H 1.8759 0.0017 -1.2436 0.0010
H 1.0775 2.4850 -1.9727 0.0002
H 1.0791 3.9598 0.2259 -0.0001
H 1.5958 2.3745 2.3105 -0.0011
C -4.6052 2.7091 -2.4362 0.0000
C -3.8591 1.7830 -1.4729 -0.0081
C -3.7901 2.4226 -0.0901 0.0122
P -2.1809 1.1961 -2.0335 0.0084
C -1.6158 2.3617 -3.3577 0.0023
C -0.4798 1.7460 -4.1711 0.0011
C -1.2792 3.7391 -2.7719 -0.0002
C -2.5503 -0.3118 -2.9731 -0.0058
C -3.6053 -0.3636 -3.8851 0.0020
C -3.8625 -1.4753 -4.6695 0.0018
C -5.0039 -1.5044 -5.6488 -0.0001
C -3.0135 -2.5679 -4.5180 -0.0019
C -1.9684 -2.5550 -3.6157 0.0006
C -1.7172 -1.4290 -2.8156 0.0170
N -0.6574 -1.4252 -1.8866 0.0005
C 0.2129 -2.5671 -1.9389 -0.0114
C -0.0710 -3.7139 -1.1895 -0.0206
C -1.2927 -3.8228 -0.3214 0.0347
C 0.7775 -4.8129 -1.3154 -0.0030
C 1.8562 -4.8164 -2.1851 0.0008
C 2.7229 -6.0348 -2.3494 -0.0001
C 2.0875 -3.6765 -2.9494 0.0005
C 1.2815 -2.5538 -2.8484 0.0075
C 1.5198 -1.3713 -3.7420 0.0013
H -5.6244 2.8448 -2.0689 -0.0001
H -4.6724 2.3341 -3.4563 0.0000
H -4.1466 3.6970 -2.4696 0.0001
H -4.4195 0.8463 -1.4015 0.0017
H -3.1929 3.3371 -0.1026 0.0001
H -3.3441 1.7526 0.6387 -0.0080
H -4.7966 2.6907 0.2410 -0.0002
H -2.4729 2.4673 -4.0296 0.0003
H 0.3902 1.5103 -3.5589 -0.0004
H -0.1658 2.4505 -4.9441 0.0000
H -0.8025 0.8269 -4.6603 -0.0001
H -0.6177 4.2822 -3.4504 0.0000
H -0.7760 3.6657 -1.8079 0.0002
H -2.1727 4.3450 -2.6337 -0.0001
H -4.2506 0.4992 -3.9957 0.0003
H -5.5599 -0.5672 -5.6320 0.0000
H -5.7026 -2.3106 -5.4183 0.0002
H -4.6484 -1.6631 -6.6685 0.0002
H -3.1767 -3.4579 -5.1159 -0.0001
H -1.3409 -3.4300 -3.5215 0.0001
H -1.0875 -3.4830 0.6935 -0.0083
H -1.6224 -4.8608 -0.2743 -0.0010
H -2.1141 -3.2167 -0.7051 0.0039
H 0.5599 -5.7045 -0.7359 0.0005
H 2.4900 -6.7895 -1.5986 0.0000
H 3.7812 -5.7843 -2.2639 0.0000
H 2.5749 -6.4847 -3.3333 0.0000
H 2.9110 -3.6675 -3.6565 0.0000
H 2.3733 -1.5537 -4.3939 0.0001
H 1.7142 -0.4607 -3.1754 0.0001
H 0.6474 -1.1757 -4.3693 -0.0006
C 5.5099 -4.0256 -0.9084 0.0000
C 4.5493 -4.3037 0.2419 -0.0001
Sb 3.1843 -2.6515 0.5509 0.0024
C 4.6254 -1.4170 1.6072 -0.0001
C 5.2166 -0.3215 0.7249 0.0000
C 2.1940 -3.4263 2.3081 0.0002
C 3.0881 -4.1304 3.3197 0.0001
H 6.1905 -4.8622 -1.0864 0.0000
H 6.1260 -3.1459 -0.7062 0.0000
H 4.9709 -3.8283 -1.8386 0.0000
H 5.0961 -4.4732 1.1718 0.0000
H 3.9523 -5.1992 0.0515 0.0000
H 5.4090 -2.0700 1.9996 0.0000
H 4.1140 -0.9843 2.4710 -0.0001
H 5.7141 -0.7393 -0.1544 0.0000
H 5.9550 0.2763 1.2643 0.0000
H 4.4407 0.3568 0.3667 -0.0001
H 1.3994 -4.0885 1.9544 -0.0002
H 1.6868 -2.5674 2.7545 -0.0003
H 3.5301 -5.0361 2.9006 0.0000
H 2.5308 -4.4247 4.2129 0.0000
H 3.9094 -3.4884 3.6457 0.0000
O -2.3091 -0.4552 0.4546 0.0926
N -1.7603 -1.0138 1.5406 0.6897
O -0.4656 -1.2991 1.1873 0.0459
S -1.4181 2.6047 2.4349 0.0010
C -2.3548 2.0193 3.6692 0.0020
N -2.6507 0.6680 3.7098 -0.0065
C -3.4402 0.1070 4.6388 -0.0047
C -3.9793 0.8796 5.6176 0.0003
C -3.6245 2.2471 5.5786 0.0008
N -2.8600 2.7957 4.6751 0.0004
H -2.2317 0.0799 2.9807 0.0256
H -3.5901 -0.9601 4.5449 0.0010
H -4.6205 0.4757 6.3839 -0.0001
H -3.9980 2.9118 6.3526 0.0000
```

***

2.
# C37H55N5O2RuSbSe

A molecular structure, C37H55N5O2RuSbSe (ωB97M-V/def2-TZVPD, OMol25).

Summary:
- calculated total energy (a.u.) = -4602.80291
- net charge = +3
- 2S+1 = 5
- Kohn-Sham gap (alpha / beta) (eV) = 7.12 / 5.58

XYZ file:
```
102
Properties=species:S:1:pos:R:3:mulliken_spin:R:1
Ru -1.0714 0.8632 -0.9259 2.3539
C -4.1113 -1.3922 5.1886 -0.0004
C -3.3288 -0.7007 4.1077 0.0006
C -2.2819 0.1561 4.3842 0.0116
C -1.5629 0.8498 3.3883 -0.0062
C -0.5737 1.7384 3.9245 0.0042
N -0.0643 2.8530 3.4961 -0.0004
C -0.4687 3.7176 2.3787 0.0092
C -1.7993 4.4088 2.6974 0.0014
C -2.1307 5.5082 1.6988 -0.0002
N -2.2002 4.9385 0.3518 0.0042
C -2.2273 5.6010 -0.7613 -0.0003
C -2.1643 4.9810 -2.0399 0.0454
C -2.2006 5.7993 -3.1812 0.0179
C -2.0756 5.2965 -4.4627 0.0023
C -2.1291 6.1742 -5.6811 -0.0002
C -1.8780 3.9233 -4.5683 0.0003
C -1.8017 3.0597 -3.4686 -0.0229
C -1.5828 1.6694 -3.7552 0.0173
N -1.3109 0.7055 -2.9409 0.0025
C -1.1747 -0.6446 -3.5108 -0.0028
C -1.9967 -1.6781 -2.7233 0.0027
C -3.1664 -1.0814 -1.9510 0.0164
N -2.6735 -0.4222 -0.7246 -0.0860
C -3.2199 -0.7547 0.3914 0.0870
C -2.8670 -0.3262 1.7227 -0.0176
C -3.5959 -0.9149 2.7613 0.0046
C -1.8166 0.5890 2.0074 0.0315
O -1.0757 1.1316 1.0983 0.0356
C -1.9866 3.5710 -2.1574 0.0446
O -2.0092 2.8205 -1.1028 0.1358
H -4.0054 -0.8791 6.1423 -0.0001
H -3.7691 -2.4194 5.3220 0.0003
H -5.1714 -1.4263 4.9413 0.0000
H -2.0201 0.3364 5.4219 0.0007
H -0.2051 1.4620 4.9088 -0.0003
H 0.6154 3.2701 4.1208 0.0001
H -0.5159 3.1073 1.4804 -0.0073
H 0.3281 4.4513 2.2604 0.0003
H -1.7527 4.8623 3.6885 0.0002
H -2.6068 3.6717 2.7204 -0.0006
H -1.3658 6.2862 1.7122 0.0000
H -3.0857 5.9690 1.9510 0.0003
H -2.1699 3.9198 0.2186 -0.0136
H -2.2635 6.6858 -0.7013 0.0000
H -2.3339 6.8674 -3.0436 0.0008
H -2.4102 7.1923 -5.4203 -0.0002
H -2.8566 5.7988 -6.4003 0.0003
H -1.1589 6.2106 -6.1776 0.0004
H -1.7661 3.4945 -5.5595 -0.0001
H -1.6537 1.4046 -4.8101 -0.0037
H -0.1164 -0.9092 -3.4967 -0.0096
H -1.4940 -0.6210 -4.5534 0.0017
H -1.3597 -2.2172 -2.0169 0.0486
H -2.3816 -2.4203 -3.4227 0.0028
H -3.8727 -1.8649 -1.6757 0.0005
H -3.7050 -0.3437 -2.5487 -0.0058
H -4.0409 -1.4706 0.3464 0.0042
H -4.3976 -1.5970 2.4960 0.0008
C 4.6360 -4.6357 -1.0706 0.0179
C 3.4241 -3.9352 -1.6797 0.0813
C 2.3924 -4.9415 -2.1737 0.0330
C 3.8294 -2.9918 -2.8086 0.0489
Sb 2.5060 -2.7132 -0.0955 0.3506
C 1.2327 -3.8776 1.2539 0.1037
C -0.0259 -4.2696 0.4838 0.0669
C 0.8550 -3.0029 2.4458 0.0044
C 2.0116 -5.1117 1.7052 0.0038
C 3.9750 -1.5041 0.9996 0.1191
C 4.6613 -2.4060 2.0227 0.0154
C 3.2334 -0.3536 1.6759 0.0283
C 4.9793 -0.9572 -0.0090 0.0317
H 5.0821 -5.2655 -1.8472 0.0120
H 4.3745 -5.2906 -0.2383 -0.0003
H 5.4068 -3.9373 -0.7466 0.0026
H 2.8450 -5.5180 -2.9857 0.0033
H 1.5021 -4.4567 -2.5791 -0.0073
H 2.0927 -5.6537 -1.4063 0.0026
H 4.2914 -3.5882 -3.6005 0.0021
H 4.5580 -2.2453 -2.4971 0.0003
H 2.9688 -2.4821 -3.2453 -0.0075
H -0.6050 -3.3894 0.1891 0.0039
H -0.6592 -4.8785 1.1360 0.0011
H 0.1865 -4.8626 -0.4065 -0.0005
H 0.3451 -2.0856 2.1381 0.0146
H 1.7146 -2.7376 3.0602 0.0041
H 0.1676 -3.5697 3.0813 0.0028
H 2.2618 -5.7755 0.8792 0.0021
H 1.3806 -5.6821 2.3944 0.0132
H 2.9277 -4.8586 2.2403 0.0006
H 3.9736 -2.7950 2.7734 0.0016
H 5.4101 -1.8069 2.5509 0.0116
H 5.1874 -3.2418 1.5618 0.0001
H 2.5282 -0.7022 2.4318 -0.0011
H 2.7006 0.2729 0.9570 0.0031
H 3.9750 0.2758 2.1766 0.0000
H 5.5621 -1.7438 -0.4882 0.0023
H 5.6864 -0.3185 0.5285 0.0053
H 4.5080 -0.3409 -0.7760 -0.0064
Se 3.4106 2.6511 -1.3346 0.2430
C 1.8361 1.9677 -1.1766 0.0474
N 0.7513 1.4966 -1.0675 0.0260
```